(1)
{"formula": "C21H23IN5O2S4SbW", "method": "the ωB97M-V functional and the def2-TZVPD basis", "multiplicity": 3, "s_squared": 2.026, "gap_ev": [6.17, 5.71], "relative_energy_kj_mol": 136.8, "homo_ev": [-1.80, -1.83], "charge": -2, "species": ["W", "C", "C", "C", "C", "N", "C", "C", "C", "C", "C", "C", "N", "H", "H", "H", "H", "H", "H", "H", "H", "S", "Sb", "S", "S", "S", "C", "C", "C", "C", "C", "N", "H", "H", "H", "H", "H", "H", "H", "H", "H", "C", "H", "H", "I", "C", "C", "C", "C", "C", "N", "H", "H", "H", "H", "O", "N", "O"], "xyz": [[0.2056, -0.4511, 0.4545], [-0.5352, -0.8894, 4.8331], [-1.7188, -1.6045, 4.8935], [-2.2847, -2.0586, 3.7194], [-1.6538, -1.7789, 2.5187], [-0.5108, -1.0675, 2.4589], [0.0403, -0.6334, 3.6031], [-2.1778, -2.2184, 1.2167], [-3.2455, -3.0865, 1.0616], [-3.6299, -3.4610, -0.2124], [-2.9218, -2.9786, -1.3001], [-1.8637, -2.1234, -1.0745], [-1.5135, -1.7307, 0.1568], [-0.0418, -0.5167, 5.7199], [-2.2052, -1.7980, 5.8419], [-3.2215, -2.5941, 3.7278], [0.9803, -0.0998, 3.5362], [-3.7664, -3.4671, 1.9269], [-4.4593, -4.1437, -0.3495], [-3.1423, -3.2739, -2.3158], [-1.2665, -1.7590, -1.9020], [2.7193, -0.1548, -2.5353], [1.9525, -2.5905, -2.6950], [1.4493, -2.5436, -0.2721], [0.4649, -4.3662, -0.1713], [0.0931, -2.3189, -3.9969], [1.1772, 3.0067, -3.0183], [0.7576, 1.6278, -3.5494], [1.4936, 1.3360, -4.8600], [-0.7473, 1.5981, -3.8462], [1.1300, 0.6076, -2.4698], [0.3715, 0.3256, -1.4856], [0.9461, 3.7748, -3.7619], [2.2505, 3.0310, -2.8179], [0.6508, 3.2521, -2.0944], [1.1437, 2.0389, -5.6213], [1.2827, 0.3179, -5.1911], [2.5720, 1.4436, -4.7509], [-0.9419, 2.2094, -4.7314], [-1.3457, 1.9948, -3.0300], [-1.0669, 0.5751, -4.0544], [-0.8086, 0.8781, -0.8912], [-1.7588, 0.5173, -1.2767], [-0.8045, 1.9549, -0.7499], [-3.6017, 1.3356, 1.9014], [0.6821, 1.3477, 1.3941], [0.6456, 2.5540, 2.0790], [1.8521, 3.2208, 2.2256], [3.0307, 2.6934, 1.6998], [2.9924, 1.4820, 1.0385], [1.8245, 0.8654, 0.9082], [-0.2889, 2.9279, 2.4757], [1.8903, 4.1594, 2.7676], [3.9759, 3.1998, 1.8387], [3.8687, 0.9935, 0.6336], [2.9332, 0.4158, 3.9984], [3.4111, -0.6822, 3.6204], [2.7350, -1.2941, 2.7750]]}

(2)
{"formula": "C21H23IrN6OS2", "method": "the ωB97M-V functional and the def2-TZVPD basis", "multiplicity": 6, "s_squared": 8.787, "gap_ev": [5.76, 5.29], "relative_energy_kj_mol": 114.7, "homo_ev": [-8.86, -10.67], "charge": 1, "species": ["Ir", "N", "C", "S", "N", "N", "C", "C", "C", "C", "C", "C", "N", "H", "H", "H", "H", "H", "H", "H", "C", "N", "C", "C", "C", "C", "C", "C", "C", "C", "H", "H", "H", "H", "H", "H", "H", "H", "H", "H", "H", "H", "O", "N", "C", "C", "C", "C", "C", "S", "H", "H", "H", "H"], "xyz": [[0.5190, -0.0949, -0.2950], [3.7819, -1.9401, -2.9674], [2.7164, -1.5805, -2.2280], [2.4749, 0.0925, -1.9038], [1.9621, -2.5790, -1.8080], [0.9502, -2.2040, -0.9819], [0.1533, -3.1477, -0.6687], [-0.9687, -2.8963, 0.2172], [-1.8125, -3.9327, 0.6012], [-2.8510, -3.6688, 1.4730], [-3.0113, -2.3733, 1.9431], [-2.1325, -1.3997, 1.5067], [-1.1352, -1.6420, 0.6555], [4.2928, -1.2386, -3.4726], [3.8543, -2.9016, -3.2582], [0.3401, -4.1360, -1.0750], [-1.6368, -4.9271, 0.2148], [-3.5201, -4.4579, 1.7877], [-3.7995, -2.1139, 2.6345], [-2.2272, -0.3806, 1.8573], [1.0924, -0.8512, 2.8300], [1.8613, -0.2240, 1.7458], [3.0662, -1.0302, 1.4845], [2.2342, 1.1640, 2.1197], [1.8864, 2.2226, 1.0929], [2.3203, 3.5177, 1.2889], [2.0135, 4.5171, 0.3627], [1.2726, 4.2256, -0.7739], [0.8302, 2.9325, -0.9770], [1.1171, 1.8987, -0.0491], [1.6744, -0.8762, 3.7577], [0.8359, -1.8713, 2.5484], [0.1738, -0.2910, 3.0027], [3.6824, -1.1018, 2.3873], [3.6433, -0.5701, 0.6851], [2.7715, -2.0317, 1.1736], [3.3082, 1.1988, 2.3209], [1.7382, 1.4128, 3.0613], [2.9142, 3.7672, 2.1610], [2.3693, 5.5249, 0.5319], [1.0526, 5.0012, -1.4946], [0.2791, 2.6800, -1.8764], [-1.0016, 0.2011, -1.9931], [-2.1795, 0.7631, -1.8627], [-3.0540, 0.5636, -2.8774], [-4.2913, 1.1487, -2.8760], [-4.6520, 1.9807, -1.8188], [-3.7512, 2.1868, -0.8025], [-2.4997, 1.5567, -0.7992], [-1.4325, 1.7230, 0.5451], [-2.6701, -0.0747, -3.6576], [-4.9557, 0.9637, -3.7071], [-5.6193, 2.4617, -1.7988], [-3.9806, 2.8325, 0.0325]]}

(3)
{"formula": "C21H23MoN5", "method": "the ωB97M-V functional and the def2-TZVPD basis", "multiplicity": 3, "s_squared": 2.017, "gap_ev": [7.10, 7.40], "relative_energy_kj_mol": 0.0, "homo_ev": [-22.35, -22.36], "charge": 4, "species": ["Mo", "C", "C", "C", "C", "C", "C", "C", "N", "N", "C", "C", "C", "C", "C", "C", "N", "C", "C", "C", "C", "C", "C", "N", "H", "H", "H", "H", "H", "H", "H", "H", "H", "H", "H", "H", "H", "H", "H", "H", "H", "H", "H", "H", "C", "C", "N", "H", "H", "H"], "xyz": [[0.1938, -0.3412, -0.3216], [-0.5965, 1.7544, 1.8999], [0.1415, 0.8756, 2.8976], [1.5045, 0.5163, 2.3967], [2.6533, 0.7647, 3.1223], [3.9062, 0.5452, 2.5661], [4.0025, 0.0739, 1.2563], [2.8394, -0.2133, 0.5917], [1.6064, -0.0003, 1.1405], [-1.1667, 0.9842, 0.7257], [-2.3490, 0.1893, 1.2145], [-2.6939, -0.8438, 0.1917], [-3.9510, -1.3606, -0.0062], [-4.1446, -2.3101, -1.0084], [-3.0679, -2.7144, -1.7959], [-1.8248, -2.1914, -1.5405], [-1.6333, -1.2617, -0.5583], [-1.6659, 1.9759, -0.3034], [-0.5728, 2.3190, -1.2592], [-0.4716, 3.4927, -1.9633], [0.5269, 3.6191, -2.9318], [1.4049, 2.5637, -3.1814], [1.2788, 1.4153, -2.4416], [0.3101, 1.2983, -1.4872], [0.0571, 2.5280, 1.4939], [-1.4454, 2.2533, 2.3726], [-0.4208, -0.0205, 3.1708], [0.2463, 1.4343, 3.8280], [2.5635, 1.1579, 4.1274], [4.8018, 0.7469, 3.1426], [4.9572, -0.0976, 0.7776], [2.8768, -0.6478, -0.4038], [-3.1774, 0.8749, 1.4041], [-2.0938, -0.2867, 2.1603], [-4.7786, -1.0227, 0.6057], [-5.1328, -2.7222, -1.1796], [-3.1916, -3.4354, -2.5934], [-0.9586, -2.4920, -2.1138], [-2.0749, 2.8496, 0.2064], [-2.4811, 1.5048, -0.8594], [-1.1681, 4.3014, -1.7776], [0.6155, 4.5401, -3.4978], [2.1756, 2.6341, -3.9381], [1.9381, 0.5655, -2.5859], [1.9221, -4.7757, -0.6203], [1.4149, -3.4106, -0.5373], [1.0079, -2.3325, -0.4644], [2.0022, -5.0499, -1.6754], [1.2131, -5.4317, -0.1088], [2.9010, -4.8165, -0.1382]]}

(4)
{"formula": "C21H23N3O4S", "method": "the ωB97M-V functional and the def2-TZVPD basis", "gap_ev": 8.86, "relative_energy_kj_mol": 387.4, "homo_ev": -8.42, "species": ["C", "O", "C", "C", "C", "C", "C", "O", "C", "C", "C", "O", "N", "C", "S", "N", "C", "C", "C", "C", "C", "C", "C", "C", "C", "C", "O", "N", "C", "H", "H", "H", "H", "H", "H", "H", "H", "H", "H", "H", "H", "H", "H", "H", "H", "H", "H", "H", "H", "H", "H", "H"], "xyz": [[3.4502, 2.3112, 1.9484], [3.3318, 1.3222, 0.9531], [2.6941, 0.1603, 1.2428], [2.1532, -0.1522, 2.4798], [1.5476, -1.3866, 2.6634], [1.4934, -2.3003, 1.6391], [2.0446, -2.0093, 0.3842], [1.8642, -3.0009, -0.5246], [2.6094, -3.0708, -1.7207], [2.6217, -0.7564, 0.1710], [3.2924, -0.2902, -1.0816], [4.3272, -0.7471, -1.5081], [2.6979, 0.7736, -1.7393], [1.6820, 1.6238, -1.3035], [2.0039, 3.2385, -1.2174], [0.4659, 1.1287, -1.0076], [0.0025, -0.1711, -1.5630], [-1.0063, -0.9663, -0.6571], [-1.1158, -0.0748, 0.5454], [-1.6712, 1.1592, -0.2313], [-0.4916, 2.0803, -0.3776], [-3.1285, 1.0648, 0.0287], [-4.0301, 1.8760, 0.6296], [-5.3642, 1.4215, 0.7454], [-5.7126, 0.1964, 0.2854], [-4.7716, -0.6901, -0.3526], [-5.0333, -1.8005, -0.7850], [-3.4737, -0.1771, -0.4656], [-2.4916, -1.0564, -1.1483], [4.0479, 1.9581, 2.7936], [3.9552, 3.1452, 1.4646], [2.4695, 2.6440, 2.3021], [2.2092, 0.5441, 3.2998], [1.1257, -1.6322, 3.6255], [1.0380, -3.2676, 1.7722], [2.3927, -4.0557, -2.1329], [3.6808, -2.9721, -1.5397], [2.3009, -2.3084, -2.4434], [3.3588, 1.2423, -2.3530], [0.8917, -0.7770, -1.7053], [-0.4193, 0.0045, -2.5624], [-0.6227, -1.9712, -0.4763], [-0.1610, 0.1225, 1.0259], [-1.8059, -0.4486, 1.3002], [-1.7422, 0.9062, -1.2950], [-0.0510, 2.4502, 0.5510], [-0.6691, 2.9310, -1.0430], [-3.7295, 2.8391, 1.0046], [-6.0977, 2.0617, 1.2123], [-6.7208, -0.1770, 0.3673], [-2.8760, -2.0659, -0.9733], [-2.5666, -0.8797, -2.2278]]}

Repeat the third record exactly.
{"formula": "C21H23MoN5", "method": "the ωB97M-V functional and the def2-TZVPD basis", "multiplicity": 3, "s_squared": 2.017, "gap_ev": [7.10, 7.40], "relative_energy_kj_mol": 0.0, "homo_ev": [-22.35, -22.36], "charge": 4, "species": ["Mo", "C", "C", "C", "C", "C", "C", "C", "N", "N", "C", "C", "C", "C", "C", "C", "N", "C", "C", "C", "C", "C", "C", "N", "H", "H", "H", "H", "H", "H", "H", "H", "H", "H", "H", "H", "H", "H", "H", "H", "H", "H", "H", "H", "C", "C", "N", "H", "H", "H"], "xyz": [[0.1938, -0.3412, -0.3216], [-0.5965, 1.7544, 1.8999], [0.1415, 0.8756, 2.8976], [1.5045, 0.5163, 2.3967], [2.6533, 0.7647, 3.1223], [3.9062, 0.5452, 2.5661], [4.0025, 0.0739, 1.2563], [2.8394, -0.2133, 0.5917], [1.6064, -0.0003, 1.1405], [-1.1667, 0.9842, 0.7257], [-2.3490, 0.1893, 1.2145], [-2.6939, -0.8438, 0.1917], [-3.9510, -1.3606, -0.0062], [-4.1446, -2.3101, -1.0084], [-3.0679, -2.7144, -1.7959], [-1.8248, -2.1914, -1.5405], [-1.6333, -1.2617, -0.5583], [-1.6659, 1.9759, -0.3034], [-0.5728, 2.3190, -1.2592], [-0.4716, 3.4927, -1.9633], [0.5269, 3.6191, -2.9318], [1.4049, 2.5637, -3.1814], [1.2788, 1.4153, -2.4416], [0.3101, 1.2983, -1.4872], [0.0571, 2.5280, 1.4939], [-1.4454, 2.2533, 2.3726], [-0.4208, -0.0205, 3.1708], [0.2463, 1.4343, 3.8280], [2.5635, 1.1579, 4.1274], [4.8018, 0.7469, 3.1426], [4.9572, -0.0976, 0.7776], [2.8768, -0.6478, -0.4038], [-3.1774, 0.8749, 1.4041], [-2.0938, -0.2867, 2.1603], [-4.7786, -1.0227, 0.6057], [-5.1328, -2.7222, -1.1796], [-3.1916, -3.4354, -2.5934], [-0.9586, -2.4920, -2.1138], [-2.0749, 2.8496, 0.2064], [-2.4811, 1.5048, -0.8594], [-1.1681, 4.3014, -1.7776], [0.6155, 4.5401, -3.4978], [2.1756, 2.6341, -3.9381], [1.9381, 0.5655, -2.5859], [1.9221, -4.7757, -0.6203], [1.4149, -3.4106, -0.5373], [1.0079, -2.3325, -0.4644], [2.0022, -5.0499, -1.6754], [1.2131, -5.4317, -0.1088], [2.9010, -4.8165, -0.1382]]}